1.
Entry from OMol25: a 9-piece molecular cluster, C22H45Cl16N2 overall in a non-equilibrium geometry (the ωB97M-V functional and the def2-TZVPD basis).

Summary:
- LUMO level: -3.008 eV
- Gap between HOMO and LUMO: 8.47 eV

Structure (ORCA input):
```
! RIJCOSX wB97M-V def2-TZVPD def2/J DEFGRID3
* xyz 1 1
N 1.732 0.349 -0.458
C 0.555 0.713 -0.877
C -0.600 -0.353 -0.976
N -1.755 0.031 -1.858
C -2.959 -0.691 -1.265
C -3.626 0.453 -0.369
C -3.333 1.891 -1.005
C -2.148 1.465 -2.019
H 2.357 1.174 -0.458
H 0.464 1.804 -1.176
H -0.896 -0.620 0.080
H -0.140 -1.285 -1.440
H -1.720 -0.365 -2.810
H -2.762 -1.538 -0.552
H -3.619 -1.171 -2.042
H -4.655 0.234 0.028
H -2.987 0.474 0.567
H -2.969 2.594 -0.205
H -4.151 2.351 -1.630
H -1.369 2.240 -2.242
H -2.730 1.450 -3.002
Cl -5.594 2.629 -3.629
C -6.902 3.814 -3.356
C -7.741 3.465 -2.148
Cl -8.715 1.995 -2.407
H -7.505 3.865 -4.263
H -6.425 4.786 -3.210
H -8.438 4.274 -1.938
H -7.123 3.309 -1.262
Cl 2.040 -4.698 0.482
C 2.719 -3.217 1.205
C 4.209 -3.102 0.974
Cl 5.129 -4.326 1.885
H 2.476 -3.218 2.268
H 2.207 -2.373 0.739
H 4.561 -2.126 1.312
H 4.460 -3.208 -0.082
Cl 2.831 -9.946 -0.412
C 3.500 -8.460 0.307
C 4.991 -8.334 0.079
Cl 5.917 -9.550 0.995
H 3.256 -8.460 1.370
H 2.983 -7.622 -0.161
H 5.334 -7.355 0.416
H 5.245 -8.441 -0.976
Cl 5.206 -4.238 6.890
C 6.390 -4.761 5.665
C 7.791 -4.285 5.982
Cl 7.954 -2.518 5.817
H 6.054 -4.397 4.694
H 6.365 -5.851 5.647
H 8.501 -4.734 5.286
H 8.089 -4.558 6.995
Cl 5.976 -0.989 -1.503
C 6.513 -2.135 -2.757
C 5.346 -2.791 -3.462
Cl 4.454 -3.902 -2.392
H 7.165 -2.870 -2.286
H 7.106 -1.567 -3.476
H 5.706 -3.382 -4.305
H 4.640 -2.051 -3.841
Cl 8.109 -0.924 9.399
C 7.011 -2.290 9.717
C 7.528 -3.198 10.811
Cl 8.981 -4.096 10.306
H 6.867 -2.831 8.782
H 6.052 -1.861 10.013
H 6.769 -3.940 11.065
H 7.773 -2.638 11.714
Cl -6.425 7.097 -2.637
C -7.706 8.311 -2.367
C -8.558 7.995 -1.155
Cl -9.576 6.555 -1.402
H -8.307 8.373 -3.273
H -7.204 9.269 -2.225
H -9.234 8.827 -0.953
H -7.948 7.829 -0.268
Cl -7.845 9.951 -5.390
C -7.292 8.792 -6.625
C -8.449 8.116 -7.328
Cl -9.331 7.007 -6.248
H -6.639 8.067 -6.141
H -6.699 9.357 -7.346
H -8.076 7.517 -8.161
H -9.160 8.842 -7.721
*
```

Atom-resolved charges from Mulliken, all expressed in e: number 1, N, carries -0.41; number 2, C, carries -0.44; number 3, C, carries -0.26; number 4, N, carries 0.10; number 5, C, carries -0.73; number 6, C, carries -0.45; number 7, C, carries 0.13; number 8, C, carries -0.65; number 9, H, carries 0.28; number 10, H, carries 0.25; number 11, H, carries 0.24; number 12, H, carries 0.44; number 13, H, carries 0.46; number 14, H, carries 0.30; number 15, H, carries 0.40; number 16, H, carries 0.44; number 17, H, carries 0.23; number 18, H, carries 0.33; number 19, H, carries -0.37; number 20, H, carries 0.41; number 21, H, carries 0.29; number 22, Cl, carries -0.21; number 23, C, carries -0.03; number 24, C, carries 0.08; number 25, Cl, carries -0.20; number 26, H, carries 0.45; number 27, H, carries -0.20; number 28, H, carries -0.13; number 29, H, carries 0.27; number 30, Cl, carries -0.19; number 31, C, carries -0.06; number 32, C, carries 0.24; number 33, Cl, carries -0.22; number 34, H, carries 0.39; number 35, H, carries -0.15; number 36, H, carries 0.32; number 37, H, carries -0.36; number 38, Cl, carries -0.19; number 39, C, carries -0.23; number 40, C, carries -0.24; number 41, Cl, carries -0.19; number 42, H, carries 0.33; number 43, H, carries 0.08; number 44, H, carries 0.11; number 45, H, carries 0.33; number 46, Cl, carries -0.21; number 47, C, carries -0.14; number 48, C, carries -0.49; number 49, Cl, carries -0.18; number 50, H, carries 0.05; number 51, H, carries 0.33; number 52, H, carries 0.36; number 53, H, carries 0.28; number 54, Cl, carries -0.17; number 55, C, carries -0.52; number 56, C, carries -0.44; number 57, Cl, carries -0.15; number 58, H, carries 0.32; number 59, H, carries 0.36; number 60, H, carries 0.33; number 61, H, carries 0.30; number 62, Cl, carries -0.18; number 63, C, carries 0.04; number 64, C, carries -0.46; number 65, Cl, carries -0.18; number 66, H, carries -0.15; number 67, H, carries 0.31; number 68, H, carries 0.29; number 69, H, carries 0.34; number 70, Cl, carries -0.23; number 71, C, carries -0.23; number 72, C, carries -0.51; number 73, Cl, carries -0.20; number 74, H, carries 0.10; number 75, H, carries 0.36; number 76, H, carries 0.35; number 77, H, carries 0.32; number 78, Cl, carries -0.19; number 79, C, carries -0.43; number 80, C, carries -0.43; number 81, Cl, carries -0.17; number 82, H, carries 0.28; number 83, H, carries 0.35; number 84, H, carries 0.29; number 85, H, carries 0.32

***

2.
Entry from OMol25: C22H45N2O2P3RuS as an isolated structure in a non-equilibrium geometry (the ωB97M-V functional and the def2-TZVPD basis).

Summary:
- Energy above the lowest of the compared OMol25 structures with the same formula, charge and spin: 0.0 kcal per mole
- LUMO level (spin up / spin down): -12.128 / -15.438 eV
- Gap between HOMO and LUMO (spin up / spin down): 7.32 / 4.82 eV
- Expectation value of S²: 6.0531

Structure (ORCA input):
```
! RIJCOSX wB97M-V def2-TZVPD def2/J DEFGRID3
* xyz 4 5
P -0.675 -1.729 -1.863
C -2.296 -2.570 -1.898
H -2.213 -3.452 -2.563
H -3.072 -1.894 -2.294
H -2.591 -2.910 -0.892
C -0.550 -1.238 -3.611
H 0.496 -1.122 -3.917
H -1.069 -0.279 -3.750
H -1.028 -2.009 -4.238
C 0.413 -3.174 -1.617
H 0.244 -3.890 -2.435
H 0.181 -3.650 -0.653
H 1.464 -2.869 -1.605
P 1.490 -0.805 2.216
C 0.656 -1.424 3.716
H 1.415 -1.564 4.505
H 0.165 -2.386 3.504
H -0.100 -0.706 4.067
C 2.703 -2.138 1.963
H 3.525 -1.817 1.312
H 2.200 -2.997 1.498
H 3.105 -2.438 2.946
C 2.447 0.581 2.917
H 3.132 0.179 3.681
H 1.760 1.307 3.377
H 3.024 1.087 2.132
P -0.645 2.545 -0.522
C -2.022 3.476 0.243
H -1.929 4.535 -0.052
H -1.951 3.409 1.339
H -3.001 3.097 -0.079
C 0.719 3.642 -0.010
H 0.376 4.686 -0.063
H 1.596 3.511 -0.649
H 1.005 3.404 1.023
C -0.922 2.709 -2.310
H -0.995 3.778 -2.561
H -1.853 2.198 -2.585
H -0.091 2.252 -2.860
Ru -0.127 0.031 0.094
C -0.884 -1.501 0.801
O -1.353 -2.440 1.353
C -0.556 0.980 1.617
O -0.773 1.502 2.667
C 2.957 1.484 -0.750
C 2.282 1.621 -1.964
C 1.996 0.495 -2.735
C 2.427 -0.760 -2.310
C 3.077 -0.904 -1.082
C 3.364 0.223 -0.316
H 3.269 2.365 -0.186
H 2.097 2.608 -2.393
H 1.547 0.621 -3.721
H 2.380 -1.614 -2.992
H 3.461 -1.880 -0.788
H 4.032 0.146 0.547
C -4.052 1.746 2.621
N -3.694 0.381 2.240
C -3.383 -0.522 3.347
C -3.918 -0.071 0.949
S -2.852 0.351 -0.361
N -5.033 -0.766 0.705
C -6.072 -1.007 1.718
C -5.349 -1.257 -0.629
H -4.854 1.716 3.376
H -4.397 2.294 1.739
H -3.171 2.246 3.043
H -4.268 -0.663 3.981
H -3.044 -1.488 2.964
H -2.583 -0.074 3.950
H -7.022 -0.618 1.341
H -6.172 -2.084 1.886
H -5.828 -0.501 2.649
H -5.140 -0.489 -1.377
H -4.757 -2.152 -0.865
H -6.414 -1.511 -0.659
*
```

Atom-resolved charges from Mulliken, all expressed in e: number 1, P, carries 1.17; number 2, C, carries -1.30; number 3, H, carries 0.61; number 4, H, carries 0.42; number 5, H, carries 0.35; number 6, C, carries -1.34; number 7, H, carries 0.38; number 8, H, carries 0.29; number 9, H, carries 0.52; number 10, C, carries -1.10; number 11, H, carries 0.50; number 12, H, carries 0.35; number 13, H, carries 0.17; number 14, P, carries 0.87; number 15, C, carries -1.01; number 16, H, carries 0.52; number 17, H, carries 0.39; number 18, H, carries 0.21; number 19, C, carries -1.28; number 20, H, carries 0.38; number 21, H, carries 0.35; number 22, H, carries 0.52; number 23, C, carries -1.24; number 24, H, carries 0.50; number 25, H, carries 0.37; number 26, H, carries 0.25; number 27, P, carries 0.58; number 28, C, carries -0.96; number 29, H, carries 0.61; number 30, H, carries 0.34; number 31, H, carries 0.25; number 32, C, carries -0.98; number 33, H, carries 0.60; number 34, H, carries 0.25; number 35, H, carries 0.30; number 36, C, carries -1.00; number 37, H, carries 0.52; number 38, H, carries 0.34; number 39, H, carries 0.17; number 40, Ru, carries 0.62; number 41, C, carries -0.52; number 42, O, carries -0.29; number 43, C, carries 0.25; number 44, O, carries -0.39; number 45, C, carries -0.87; number 46, C, carries -1.03; number 47, C, carries -0.52; number 48, C, carries -1.14; number 49, C, carries -0.55; number 50, C, carries -1.02; number 51, H, carries 0.66; number 52, H, carries 0.95; number 53, H, carries 0.77; number 54, H, carries 0.98; number 55, H, carries 0.63; number 56, H, carries 1.10; number 57, C, carries -0.78; number 58, N, carries 0.59; number 59, C, carries -0.84; number 60, C, carries -0.24; number 61, S, carries 0.05; number 62, N, carries 0.05; number 63, C, carries -0.91; number 64, C, carries -0.92; number 65, H, carries 0.42; number 66, H, carries 0.40; number 67, H, carries 0.24; number 68, H, carries 0.52; number 69, H, carries 0.30; number 70, H, carries 0.35; number 71, H, carries 0.41; number 72, H, carries 0.40; number 73, H, carries 0.29; number 74, H, carries 0.47; number 75, H, carries 0.27; number 76, H, carries 0.42

***

Question: Number 2 is which compound?
Answer: C22H45N2O2P3RuS